Entry 1:
{"formula": "C25H24CrNO3S2Se", "method": "ωB97M-V/def2-TZVPD", "fmax_ev_per_a": 0.55, "multiplicity": 4, "energy_ha": -5489.925978, "s2": 3.806, "species": ["Cr", "C", "O", "C", "C", "C", "C", "C", "C", "O", "C", "O", "C", "H", "H", "H", "H", "H", "H", "H", "H", "H", "S", "C", "N", "C", "C", "C", "C", "C", "C", "S", "H", "H", "H", "H", "C", "C", "C", "C", "C", "C", "Se", "C", "C", "C", "H", "H", "H", "H", "H", "H", "H", "H", "H", "H", "H"], "xyz": [[-1.465, -0.845, -0.764], [5.018, -1.744, 0.997], [4.237, -1.779, 2.181], [2.914, -1.566, 2.070], [2.205, -1.572, 3.293], [0.864, -1.355, 3.279], [0.145, -1.131, 2.078], [-1.261, -0.883, 2.120], [-1.995, -0.832, 3.431], [-1.968, -0.684, 1.101], [0.871, -1.139, 0.852], [0.328, -0.934, -0.312], [2.261, -1.357, 0.877], [6.047, -1.883, 1.314], [4.917, -0.783, 0.490], [4.732, -2.549, 0.317], [2.752, -1.743, 4.209], [0.328, -1.349, 4.218], [-1.569, -0.070, 4.084], [-1.924, -1.791, 3.945], [-3.039, -0.603, 3.237], [2.771, -1.351, -0.075], [-1.863, -3.309, -0.759], [-2.415, -2.748, -2.272], [-2.277, -1.465, -2.563], [-2.786, -1.138, -3.812], [-2.785, 0.124, -4.399], [-3.339, 0.263, -5.657], [-3.885, -0.830, -6.331], [-3.883, -2.089, -5.758], [-3.329, -2.233, -4.494], [-3.180, -3.678, -3.523], [-2.353, 0.964, -3.871], [-3.349, 1.237, -6.128], [-4.313, -0.693, -7.315], [-4.303, -2.937, -6.281], [2.914, 2.895, 2.865], [1.833, 2.529, 1.885], [2.136, 2.165, 0.579], [1.148, 1.848, -0.345], [1.556, 1.441, -1.733], [-0.200, 1.901, 0.049], [-1.580, 1.557, -1.267], [-0.526, 2.247, 1.365], [-1.942, 2.328, 1.874], [0.499, 2.553, 2.258], [3.901, 2.815, 2.411], [2.891, 2.243, 3.741], [2.790, 3.920, 3.219], [3.174, 2.124, 0.266], [2.641, 1.366, -1.803], [1.208, 2.161, -2.477], [1.120, 0.478, -1.996], [-2.657, 1.903, 1.175], [-2.224, 3.369, 2.048], [-2.028, 1.810, 2.831], [0.236, 2.823, 3.276]]}

Entry 2:
{"formula": "C39H42CoN3P2S2", "method": "ωB97M-V/def2-TZVPD", "charge": 1, "fmax_ev_per_a": 3.19, "multiplicity": 2, "s2": 0.772, "e_above_lowest_ev": 0.274, "species": ["Co", "S", "C", "N", "C", "C", "N", "C", "C", "C", "C", "C", "C", "C", "C", "S", "C", "C", "C", "C", "C", "C", "C", "H", "H", "H", "H", "H", "H", "H", "H", "H", "H", "H", "H", "H", "H", "H", "H", "H", "H", "C", "P", "C", "C", "C", "C", "C", "C", "C", "P", "C", "C", "H", "H", "H", "H", "H", "H", "H", "H", "H", "H", "H", "H", "H", "H", "H", "H", "C", "C", "C", "C", "N", "C", "C", "C", "C", "C", "C", "C", "H", "H", "H", "H", "H", "H", "H", "H"], "xyz": [[1.682, -0.347, -0.708], [0.420, 1.478, 0.774], [-1.197, 0.957, 0.688], [-2.203, 1.842, 0.699], [-3.557, 1.380, 0.440], [-3.786, 0.046, 1.109], [-2.774, -0.895, 0.654], [-3.141, -2.305, 0.744], [-3.450, -2.747, 2.158], [-4.706, -3.250, 2.470], [-4.995, -3.687, 3.754], [-4.034, -3.606, 4.748], [-2.784, -3.081, 4.452], [-2.491, -2.656, 3.166], [-1.490, -0.468, 0.602], [-0.212, -1.572, 0.451], [-2.003, 3.283, 0.852], [-2.800, 3.828, 2.013], [-2.352, 3.626, 3.314], [-3.102, 4.071, 4.391], [-4.309, 4.722, 4.176], [-4.756, 4.939, 2.882], [-4.003, 4.495, 1.804], [-3.725, 1.292, -0.641], [-4.257, 2.109, 0.841], [-4.769, -0.338, 0.839], [-3.744, 0.160, 2.198], [-2.318, -2.884, 0.330], [-4.019, -2.456, 0.113], [-5.469, -3.312, 1.702], [-5.972, -4.093, 3.977], [-4.255, -3.955, 5.747], [-2.030, -3.012, 5.224], [-1.507, -2.265, 2.948], [-2.298, 3.781, -0.077], [-0.939, 3.441, 1.008], [-1.407, 3.121, 3.478], [-2.746, 3.911, 5.400], [-4.897, 5.065, 5.015], [-5.692, 5.453, 2.709], [-4.352, 4.679, 0.794], [4.121, 2.694, -0.884], [3.473, 1.049, -1.375], [4.992, 0.026, -1.369], [3.179, 1.228, -3.174], [4.182, 1.623, -4.053], [3.941, 1.670, -5.417], [2.689, 1.339, -5.913], [1.677, 0.958, -5.045], [1.921, 0.893, -3.677], [0.632, 0.496, -2.450], [-0.143, 2.160, -2.379], [-0.709, -0.401, -3.308], [4.909, 3.031, -1.557], [4.519, 2.613, 0.129], [3.306, 3.417, -0.879], [5.828, 0.551, -1.830], [4.782, -0.893, -1.917], [5.252, -0.235, -0.343], [5.163, 1.878, -3.670], [4.732, 1.961, -6.094], [2.497, 1.373, -6.977], [0.702, 0.696, -5.436], [-0.220, 2.542, -3.397], [0.461, 2.838, -1.780], [-1.137, 2.089, -1.936], [-1.187, 0.238, -4.050], [-1.443, -0.665, -2.542], [-0.357, -1.321, -3.769], [3.477, -1.184, 2.970], [3.736, -2.544, 2.854], [3.499, -3.177, 1.650], [2.981, -2.445, 0.584], [2.708, -1.132, 0.721], [2.967, -0.517, 1.876], [2.708, -2.946, -0.758], [2.933, -4.262, -1.157], [2.722, -4.634, -2.471], [2.310, -3.682, -3.392], [2.058, -2.374, -2.990], [2.217, -1.982, -1.664], [3.663, -0.652, 3.891], [4.129, -3.100, 3.694], [3.709, -4.230, 1.533], [2.757, 0.543, 1.912], [3.273, -5.001, -0.441], [2.894, -5.656, -2.781], [2.185, -3.960, -4.431], [1.754, -1.657, -3.743]]}

Entry 3:
{"formula": "CH3O3", "method": "ωB97M-V/def2-TZVPD", "charge": -1, "fmax_ev_per_a": 2.77, "multiplicity": 1, "e_above_lowest_ev": 0.513, "species": ["O", "H", "H", "O", "O", "C", "H"], "xyz": [[-0.004, 1.040, -2.407], [-0.513, 1.881, -2.431], [-0.208, 0.651, -1.526], [-0.574, -0.339, 0.812], [0.888, -0.315, 2.423], [0.169, -0.903, 1.605], [0.242, -2.015, 1.524]]}

Entry 4:
{"formula": "C5H10NO", "method": "ωB97M-V/def2-TZVPD", "charge": -2, "fmax_ev_per_a": 2.56, "multiplicity": 2, "s2": 0.753, "e_above_lowest_ev": 0.386, "species": ["C", "O", "C", "C", "C", "C", "N", "H", "H", "H", "H", "H", "H", "H", "H", "H", "H"], "xyz": [[-1.240, 1.373, 1.510], [-2.067, 1.342, 2.582], [-0.672, 0.011, 1.027], [0.350, 0.120, -0.109], [0.993, -1.237, -0.490], [1.246, -0.623, -2.834], [1.565, -1.427, -1.801], [-1.701, 1.793, 0.569], [-0.327, 2.006, 1.689], [-1.527, -0.582, 0.676], [-0.242, -0.513, 1.890], [1.160, 0.783, 0.229], [-0.092, 0.553, -1.005], [0.201, -1.991, -0.321], [1.794, -1.478, 0.227], [1.759, -0.758, -3.794], [0.479, 0.164, -2.860]]}

Entry 5:
{"formula": "C6H15N2O", "method": "ωB97M-V/def2-TZVPD", "charge": 1, "fmax_ev_per_a": 4.72, "multiplicity": 1, "e_above_lowest_ev": 0.386, "species": ["C", "C", "C", "C", "C", "C", "N", "N", "O", "H", "H", "H", "H", "H", "H", "H", "H", "H", "H", "H", "H", "H", "H", "H"], "xyz": [[1.543, 2.279, 0.998], [1.649, 1.984, -0.477], [0.825, 1.011, 1.465], [0.121, 1.601, -0.724], [-1.067, -2.509, -1.514], [-1.421, -2.462, -0.033], [-2.068, -3.519, 0.526], [-0.340, 0.984, 0.603], [-1.033, -1.476, 0.584], [2.575, 2.566, 1.402], [0.968, 3.186, 1.248], [1.729, 2.759, -1.234], [2.179, 1.142, -0.724], [1.295, 0.083, 1.311], [0.520, 1.060, 2.607], [-0.328, 2.678, -0.967], [-0.048, -2.251, -1.430], [-1.573, -1.749, -1.948], [-1.496, -3.390, -1.917], [-1.949, -4.344, 0.006], [-2.015, -3.464, 1.540], [-0.538, -0.090, 0.589], [-1.065, 1.587, 0.917], [0.112, 1.042, -1.625]]}